# 1
Below is a molecular structure, C22H28F5FeN4O5S, with properties calculated with ωB97M-V/def2-TZVPD.

The geometry in XYZ format:
```
66
Properties=species:S:1:pos:R:3:mulliken_spin:R:1
Fe 0.06132 0.44087 -0.11501 1.014
C 2.50983 -4.17753 -4.92575 0.000
O 1.85313 -5.01969 -4.00553 0.000
C 1.18524 -4.39857 -2.98043 0.001
C 0.68224 -5.26548 -1.98152 -0.002
C 0.00557 -4.72577 -0.92104 0.001
C -0.19414 -3.33959 -0.76422 -0.004
C -0.87880 -2.81077 0.38583 -0.003
C -1.60437 -3.77977 1.32033 -0.001
O -0.93526 -1.62410 0.68872 0.005
C 0.29173 -2.44244 -1.79551 0.010
O 0.10658 -1.20923 -1.79401 0.010
C 0.99813 -3.05052 -2.90154 0.001
H 3.07070 -4.82994 -5.59373 0.000
H 3.19706 -3.49164 -4.42391 0.000
H 1.80105 -3.58702 -5.51438 0.000
H 0.84391 -6.33245 -2.06804 0.000
H -0.36777 -5.40174 -0.15977 0.000
H -2.23345 -4.47538 0.76100 0.000
H -2.22524 -3.19021 1.99174 0.000
H -0.89542 -4.35820 1.91733 0.000
H 1.35726 -2.36927 -3.65941 0.000
C -4.30325 3.03460 3.04085 0.000
N -3.87729 2.41587 1.80199 0.001
C -4.59938 2.58196 0.66749 -0.002
C -4.16637 2.06221 -0.49011 0.000
C -2.91611 1.35902 -0.47863 -0.002
N -2.12434 1.36852 0.58210 0.000
C -2.52985 1.95375 1.73765 -0.002
O -1.85243 2.10794 2.73927 0.002
N -2.55942 0.61937 -1.53907 -0.003
H -5.38922 3.12908 3.04061 0.000
H -3.85310 4.02022 3.17555 0.000
H -3.99027 2.41422 3.87587 0.000
H -5.53298 3.12068 0.76556 -0.001
H -4.74143 2.17085 -1.39775 -0.001
H -2.68196 1.05059 -2.44421 0.001
H -1.63167 0.17265 -1.44932 0.003
S 5.86315 2.28171 -0.06492 0.001
C 4.44928 1.44572 -0.10889 0.001
N 3.63365 0.60963 -0.03755 0.003
C 2.52293 -0.17398 -0.23585 -0.005
H 2.42782 -0.58657 -1.23483 0.001
H 2.31836 -0.84630 0.59517 0.000
F -0.62384 3.30629 -1.61925 0.001
C 0.06727 2.10382 -1.95653 -0.025
F -0.64839 1.68358 -3.11098 0.000
C 1.38760 2.60267 -2.50744 0.001
F 2.01877 3.36830 -1.59800 0.000
F 2.20767 1.59175 -2.82428 0.000
F 1.31238 3.37369 -3.64227 0.000
C 0.63217 -0.47627 3.33271 -0.006
C 1.00157 0.99112 3.33823 0.002
O 1.18879 1.41802 2.00418 -0.011
C 1.31466 2.82615 1.87581 0.008
C 2.65978 3.34821 2.36360 0.000
H 0.31214 -0.78741 4.33214 0.000
H 1.47633 -1.09480 3.02135 0.000
H -0.18622 -0.63147 2.63042 0.004
H 1.92291 1.15409 3.91397 0.001
H 0.18869 1.57144 3.78916 -0.002
H 0.48608 3.30646 2.41356 0.001
H 1.20435 3.02598 0.81031 -0.007
H 2.78678 3.18989 3.43778 0.000
H 2.73285 4.41944 2.16003 0.000
H 3.46225 2.83574 1.83337 0.000
```

Charge: -2
<S²>: 0.76
2S+1: 2
HOMO level (spin up / spin down) (eV): 0.35 / 0.56
Frontier orbital gap (spin up / spin down) (eV): 3.8 / 3.6

# 2
Below is C22H28N2O5 in the gas phase, with properties calculated with ωB97M-V/def2-TZVPD.

The geometry in XYZ format:
```
57
Properties=species:S:1:pos:R:3:lowdin_charge:R:1
C 3.00552 1.75939 -7.01665 -0.099
O 2.01654 0.91537 -6.48335 -0.094
C 1.70118 1.04401 -5.15849 -0.284
C 0.69752 0.19719 -4.68691 -0.005
C 0.30096 0.24892 -3.36966 -0.025
C 0.89589 1.14535 -2.48027 -0.219
N 0.44739 1.15027 -1.15777 0.139
C 0.89873 1.88708 -0.10544 -0.445
O 1.78582 2.71122 -0.16393 0.074
C 0.14555 1.55507 1.17326 -0.102
C 0.62521 2.38420 2.35898 -0.183
C -0.25152 2.14638 3.58582 -0.108
C -0.15236 0.71092 4.07962 -0.500
O 0.82430 0.01018 3.92622 0.073
N -1.24545 0.29324 4.76684 0.058
C -1.37111 -1.05074 5.27559 -0.172
C -2.27804 -1.92193 4.38890 -0.131
C -1.71510 -1.99863 2.99882 -0.238
C -0.61929 -2.80127 2.72417 -0.028
C -0.03507 -2.81475 1.47054 0.007
C -0.53878 -2.01849 0.45176 -0.214
O -0.02148 -1.92948 -0.80932 -0.111
C 1.22858 -2.52417 -1.06634 -0.064
C -1.66295 -1.21913 0.71612 -0.230
O -2.16172 -0.36600 -0.25743 -0.128
C -2.85582 -1.01505 -1.30617 -0.068
C -2.23223 -1.21512 1.97609 0.043
C 1.89864 1.98482 -2.95006 -0.001
C 2.29669 1.93529 -4.27541 -0.016
H 3.97532 1.60083 -6.53316 0.094
H 2.72526 2.81438 -6.92855 0.095
H 3.08256 1.49521 -8.07046 0.091
H 0.24091 -0.49351 -5.37848 0.117
H -0.47526 -0.41220 -3.01525 0.099
H -0.31153 0.50403 -0.96872 0.106
H -0.92105 1.71767 0.99634 0.129
H 0.28815 0.49574 1.39599 0.115
H 1.65307 2.10613 2.59207 0.122
H 0.61333 3.44195 2.09241 0.118
H 0.07986 2.79334 4.40254 0.125
H -1.29165 2.39109 3.35963 0.114
H -2.06338 0.88000 4.80086 0.139
H -0.36185 -1.46754 5.29055 0.119
H -1.76625 -1.01647 6.29558 0.119
H -3.28236 -1.49402 4.36553 0.112
H -2.33646 -2.91767 4.83121 0.117
H -0.20063 -3.41931 3.50375 0.122
H 0.82725 -3.43836 1.29867 0.110
H 1.98719 -2.17010 -0.36297 0.105
H 1.49747 -2.21238 -2.07469 0.091
H 1.16922 -3.61636 -1.02484 0.097
H -2.22784 -1.76058 -1.80086 0.086
H -3.13065 -0.23528 -2.01455 0.096
H -3.76087 -1.50327 -0.92903 0.097
H -3.08248 -0.57146 2.14784 0.131
H 2.36841 2.67949 -2.27453 0.100
H 3.07666 2.60454 -4.60242 0.103
```

HOMO level (eV): -7.59
Frontier orbital gap (eV): 8.2
Energy above the lowest of the compared OMol25 structures with the same formula, charge and spin (eV): 1.684

# 3
Below is a gas-phase ion, C22H28N5O4 (charge +1), with properties calculated with ωB97M-V/def2-TZVPD.

The geometry in XYZ format:
```
59
Properties=species:S:1:pos:R:3:lowdin_charge:R:1
O -1.27748 1.10518 -0.19541 0.039
C -0.29583 1.42824 0.49104 -0.358
N -0.36261 2.41913 1.41201 0.110
N -1.48568 3.15431 1.79272 -0.140
C -2.63859 2.40113 2.27132 -0.101
C -3.84797 2.53116 1.33174 -0.083
N -3.35449 2.61251 -0.05132 -0.132
C -4.38976 2.31167 -1.06656 -0.075
C -4.88095 0.89394 -0.93027 -0.234
C -4.03617 -0.16407 -1.24954 -0.033
C -4.47511 -1.46892 -1.11483 -0.056
C -5.76088 -1.72684 -0.66761 -0.065
C -6.60751 -0.67741 -0.35338 -0.063
C -6.16818 0.62949 -0.47971 -0.046
C -2.68458 3.90598 -0.28202 -0.087
C -1.83855 4.28009 0.95943 -0.114
C 0.98011 0.73300 0.34850 -0.134
C 2.21390 1.17606 0.85334 -0.011
C 3.33986 0.41703 0.70301 0.001
C 3.35498 -0.84439 0.04339 -0.120
N 4.44251 -1.62762 0.14810 -0.044
C 4.67183 -2.84488 -0.61282 -0.114
C 6.13568 -3.26439 -0.52003 -0.172
O 6.55556 -3.53757 0.79873 -0.114
C 5.88300 -2.75756 1.75652 -0.178
C 5.42112 -1.40767 1.20360 -0.120
C 2.13695 -1.17999 -0.61387 -0.057
N 1.95435 -2.23236 -1.58031 -0.363
O 2.74255 -2.28173 -2.50431 0.080
O 0.98444 -2.94556 -1.45030 0.104
C 0.99125 -0.43403 -0.40778 0.072
H 0.44450 2.58646 1.99736 0.148
H -2.35158 1.35318 2.37762 0.136
H -2.90776 2.77801 3.26373 0.130
H -4.49400 1.65741 1.42922 0.135
H -4.43260 3.42686 1.55661 0.144
H -2.54907 1.86599 -0.13200 0.104
H -5.21563 3.01909 -0.94982 0.140
H -3.93748 2.45765 -2.05068 0.147
H -3.03622 0.03102 -1.60615 0.108
H -3.81485 -2.28435 -1.36560 0.112
H -6.10429 -2.74468 -0.56957 0.111
H -7.61134 -0.87370 -0.01050 0.111
H -6.83427 1.44589 -0.23924 0.116
H -2.05605 3.80738 -1.16951 0.139
H -3.43257 4.68003 -0.46980 0.138
H -0.92330 4.78501 0.64986 0.134
H -2.39733 4.96718 1.59944 0.131
H 2.30796 2.13615 1.33811 0.115
H 4.27111 0.81707 1.06668 0.113
H 4.02639 -3.65330 -0.24398 0.147
H 4.44822 -2.67782 -1.67016 0.114
H 6.76578 -2.47640 -0.95833 0.133
H 6.28917 -4.18193 -1.09190 0.137
H 6.58013 -2.60124 2.58370 0.134
H 5.00759 -3.30438 2.14062 0.134
H 4.96714 -0.85299 2.02508 0.123
H 6.28337 -0.84870 0.82358 0.142
H 0.07258 -0.76725 -0.86894 0.134
```

Charge: +1
HOMO level (eV): -10.83
Frontier orbital gap (eV): 8.3
Energy above the lowest of the compared OMol25 structures with the same formula, charge and spin (eV): 0.120

# 4
Below is C22H28N6O3 in the gas phase, with properties calculated with ωB97M-V/def2-TZVPD.

The geometry in XYZ format:
```
59
Properties=species:S:1:pos:R:3:lowdin_charge:R:1
C 4.07759 -0.13075 0.72731 -0.098
C 2.98239 0.19998 1.73491 -0.248
C 1.64124 -0.41700 1.33982 -0.146
C 0.99679 0.27833 0.11687 -0.247
C 0.90543 -0.69292 -1.00190 -0.291
N 1.57457 -0.63593 -2.13103 0.083
N 1.22865 -1.71021 -2.82797 -0.038
N 0.38752 -2.41543 -2.19697 0.042
N 0.14611 -1.81575 -1.02795 -0.058
C -0.75068 -2.35674 -0.04291 -0.077
C -0.05984 -3.38467 0.82129 -0.229
C 0.66829 -4.41038 0.23772 -0.028
C 1.31432 -5.35729 1.01306 -0.008
C 1.23070 -5.29258 2.40027 -0.276
O 1.81868 -6.16540 3.25971 -0.082
C 2.56707 -7.23381 2.73038 -0.088
C 0.49250 -4.26321 2.98856 0.004
C -0.14063 -3.32125 2.20743 -0.046
N -0.33254 0.79833 0.45874 -0.130
C -0.28878 1.91914 1.38894 -0.137
C 0.15087 3.23994 0.74188 -0.108
N -0.70572 3.54045 -0.38734 -0.035
C -1.47151 4.65704 -0.34415 -0.387
O -1.36572 5.46140 0.57284 0.057
C -2.43486 4.94959 -1.42141 -0.169
C -3.03521 6.16717 -1.62793 0.010
C -3.91467 6.00200 -2.71773 -0.046
C -3.79894 4.69890 -3.09442 -0.102
O -2.91175 4.05454 -2.32220 0.020
C -0.70580 2.47561 -1.36082 -0.105
C -1.15872 1.17401 -0.68005 -0.143
H 5.01097 0.35157 1.00702 0.071
H 3.80540 0.19948 -0.27237 0.064
H 4.24408 -1.20534 0.69210 0.077
H 3.27007 -0.18901 2.71419 0.109
H 2.87988 1.28383 1.82764 0.103
H 1.80471 -1.47493 1.12360 0.109
H 0.94271 -0.37043 2.17568 0.109
H 1.66864 1.07556 -0.23599 0.134
H -1.57797 -2.82392 -0.58755 0.138
H -1.12545 -1.52882 0.56272 0.120
H 0.73741 -4.46881 -0.83932 0.104
H 1.87415 -6.13795 0.52359 0.104
H 3.42072 -6.87623 2.14586 0.096
H 1.94824 -7.88853 2.10868 0.096
H 2.93007 -7.79314 3.59101 0.093
H 0.43455 -4.22536 4.06453 0.118
H -0.70696 -2.53034 2.67664 0.115
H 0.37800 1.68307 2.21731 0.115
H -1.30079 2.04271 1.78669 0.133
H 0.06522 4.05932 1.45668 0.124
H 1.18847 3.17437 0.39621 0.127
H -2.85196 7.05462 -1.05916 0.120
H -4.54625 6.74582 -3.15748 0.103
H -4.27663 4.12804 -3.86652 0.124
H -1.36299 2.70225 -2.19432 0.116
H 0.31370 2.34938 -1.74701 0.132
H -1.17419 0.37074 -1.41706 0.118
H -2.17778 1.30908 -0.30304 0.133
```

HOMO level (eV): -8.56
Frontier orbital gap (eV): 9.2
Energy above the lowest of the compared OMol25 structures with the same formula, charge and spin (eV): 4.701

Repeat the fourth record exactly.
Below is C22H28N6O3 in the gas phase, with properties calculated with ωB97M-V/def2-TZVPD.

The geometry in XYZ format:
```
59
Properties=species:S:1:pos:R:3:lowdin_charge:R:1
C 4.07759 -0.13075 0.72731 -0.098
C 2.98239 0.19998 1.73491 -0.248
C 1.64124 -0.41700 1.33982 -0.146
C 0.99679 0.27833 0.11687 -0.247
C 0.90543 -0.69292 -1.00190 -0.291
N 1.57457 -0.63593 -2.13103 0.083
N 1.22865 -1.71021 -2.82797 -0.038
N 0.38752 -2.41543 -2.19697 0.042
N 0.14611 -1.81575 -1.02795 -0.058
C -0.75068 -2.35674 -0.04291 -0.077
C -0.05984 -3.38467 0.82129 -0.229
C 0.66829 -4.41038 0.23772 -0.028
C 1.31432 -5.35729 1.01306 -0.008
C 1.23070 -5.29258 2.40027 -0.276
O 1.81868 -6.16540 3.25971 -0.082
C 2.56707 -7.23381 2.73038 -0.088
C 0.49250 -4.26321 2.98856 0.004
C -0.14063 -3.32125 2.20743 -0.046
N -0.33254 0.79833 0.45874 -0.130
C -0.28878 1.91914 1.38894 -0.137
C 0.15087 3.23994 0.74188 -0.108
N -0.70572 3.54045 -0.38734 -0.035
C -1.47151 4.65704 -0.34415 -0.387
O -1.36572 5.46140 0.57284 0.057
C -2.43486 4.94959 -1.42141 -0.169
C -3.03521 6.16717 -1.62793 0.010
C -3.91467 6.00200 -2.71773 -0.046
C -3.79894 4.69890 -3.09442 -0.102
O -2.91175 4.05454 -2.32220 0.020
C -0.70580 2.47561 -1.36082 -0.105
C -1.15872 1.17401 -0.68005 -0.143
H 5.01097 0.35157 1.00702 0.071
H 3.80540 0.19948 -0.27237 0.064
H 4.24408 -1.20534 0.69210 0.077
H 3.27007 -0.18901 2.71419 0.109
H 2.87988 1.28383 1.82764 0.103
H 1.80471 -1.47493 1.12360 0.109
H 0.94271 -0.37043 2.17568 0.109
H 1.66864 1.07556 -0.23599 0.134
H -1.57797 -2.82392 -0.58755 0.138
H -1.12545 -1.52882 0.56272 0.120
H 0.73741 -4.46881 -0.83932 0.104
H 1.87415 -6.13795 0.52359 0.104
H 3.42072 -6.87623 2.14586 0.096
H 1.94824 -7.88853 2.10868 0.096
H 2.93007 -7.79314 3.59101 0.093
H 0.43455 -4.22536 4.06453 0.118
H -0.70696 -2.53034 2.67664 0.115
H 0.37800 1.68307 2.21731 0.115
H -1.30079 2.04271 1.78669 0.133
H 0.06522 4.05932 1.45668 0.124
H 1.18847 3.17437 0.39621 0.127
H -2.85196 7.05462 -1.05916 0.120
H -4.54625 6.74582 -3.15748 0.103
H -4.27663 4.12804 -3.86652 0.124
H -1.36299 2.70225 -2.19432 0.116
H 0.31370 2.34938 -1.74701 0.132
H -1.17419 0.37074 -1.41706 0.118
H -2.17778 1.30908 -0.30304 0.133
```

HOMO level (eV): -8.56
Frontier orbital gap (eV): 9.2
Energy above the lowest of the compared OMol25 structures with the same formula, charge and spin (eV): 4.701